[1]
76
Properties=species:S:1:pos:R:3:forces:R:3:lowdin_charge:R:1 method="wB97M-V/def2-TZVPD" total_charge=+2 molar_mass_g_mol=691.11 lumo_energy_ev=-5.99 orbital_gap_ev=8.41 total_energy_ev=-94556.362
Al 0.7852 -0.5332 -0.5526 -0.36 -0.30 0.71 0.242
O -1.4579 -2.6358 -2.2816 0.01 0.09 0.05 -0.393
S -1.3103 -1.4691 -1.4177 -0.09 -0.08 -0.16 0.902
C -2.0919 -0.0717 -2.2281 0.07 0.02 0.04 -0.324
C -3.2662 -0.3196 -2.9187 -0.02 -0.05 0.04 -0.034
C -3.9052 0.7254 -3.5693 -0.01 0.04 -0.02 -0.010
C -3.3641 2.0032 -3.5378 -0.02 -0.02 -0.01 -0.016
C -2.1600 2.2369 -2.8886 -0.01 -0.03 -0.02 -0.049
C -1.5031 1.1965 -2.2351 -0.04 0.04 0.01 -0.335
P 0.1688 1.4707 -1.6199 0.29 0.03 -0.38 1.065
C 0.3569 3.1879 -1.1365 -0.07 -0.03 0.11 -0.356
C -0.6089 3.7806 -0.3178 0.03 0.01 -0.01 -0.113
C -0.4599 5.1037 0.0602 -0.03 -0.03 0.01 -0.052
C 0.6469 5.8289 -0.3679 0.01 0.01 -0.01 -0.036
C 1.6029 5.2384 -1.1814 -0.01 -0.01 0.00 -0.037
C 1.4635 3.9141 -1.5716 -0.03 0.02 0.02 -0.054
C 1.3170 1.0527 -2.9480 -0.17 0.01 -0.01 -0.375
C 0.9267 0.7859 -4.2590 0.04 -0.05 -0.06 -0.042
C 1.8739 0.3250 -5.1627 0.00 0.03 0.07 -0.032
C 3.1901 0.1224 -4.7587 -0.05 -0.01 0.00 -0.026
C 3.5790 0.3895 -3.4512 -0.02 0.04 -0.17 -0.031
C 2.6402 0.8580 -2.5509 0.26 0.06 0.06 -0.137
C -2.3029 -1.6836 0.0585 -0.01 0.07 0.02 -0.325
C -3.5690 -2.2209 -0.1293 0.01 0.00 -0.04 -0.038
C -4.4136 -2.3611 0.9582 -0.01 0.00 0.05 -0.013
C -3.9967 -1.9568 2.2209 -0.02 -0.01 -0.01 -0.016
C -2.7161 -1.4615 2.4085 0.02 0.00 -0.01 -0.048
C -1.8404 -1.3345 1.3317 0.01 -0.06 -0.08 -0.323
P -0.1015 -0.9236 1.6393 0.00 0.08 0.09 1.079
C -0.0118 0.3913 2.8611 0.02 0.02 -0.07 -0.348
C 0.1004 1.7121 2.4354 0.00 0.03 -0.02 -0.087
C 0.1483 2.7405 3.3628 0.00 0.00 -0.04 -0.049
C 0.0881 2.4482 4.7178 -0.01 -0.05 0.02 -0.037
C -0.0122 1.1294 5.1472 0.01 0.04 0.00 -0.039
C -0.0571 0.0973 4.2242 -0.01 -0.02 0.00 -0.074
C 0.6683 -2.3738 2.3774 0.02 -0.01 -0.07 -0.361
C 0.0003 -3.5861 2.5234 0.01 -0.02 -0.05 -0.072
C 0.6621 -4.6641 3.0940 -0.01 -0.01 -0.01 -0.046
C 1.9796 -4.5321 3.5108 -0.01 -0.01 0.00 -0.044
C 2.6499 -3.3236 3.3558 0.00 0.03 -0.01 -0.047
C 1.9980 -2.2424 2.7873 -0.02 -0.01 0.03 -0.096
H -3.6642 -1.3241 -2.9705 0.00 0.01 0.00 0.121
H -4.8248 0.5369 -4.1064 0.00 0.01 0.00 0.129
H -3.8660 2.8172 -4.0431 0.00 0.00 0.00 0.128
H -1.7199 3.2258 -2.9059 0.00 0.00 0.00 0.123
H -1.4802 3.2212 0.0047 0.00 0.01 0.01 0.118
H -1.2115 5.5734 0.6806 0.00 0.00 0.00 0.121
H 0.7575 6.8635 -0.0719 0.00 0.00 0.00 0.122
H 2.4560 5.8093 -1.5214 0.00 0.00 0.00 0.122
H 2.2021 3.4616 -2.2194 0.01 0.02 0.00 0.107
H -0.1007 0.9290 -4.5698 0.00 -0.02 -0.01 0.116
H 1.5835 0.1165 -6.1832 0.00 0.00 0.00 0.122
H 3.9155 -0.2508 -5.4690 0.00 0.00 0.00 0.123
H 4.6009 0.2307 -3.1352 0.00 0.02 -0.01 0.127
H 2.9573 1.0990 -1.5391 -0.01 -0.10 0.03 0.118
H -3.8823 -2.5478 -1.1117 0.00 0.00 0.01 0.119
H -5.3992 -2.7843 0.8195 0.00 0.01 0.01 0.129
H -4.6646 -2.0503 3.0666 0.00 0.00 0.00 0.127
H -2.3850 -1.1850 3.4017 -0.01 0.00 0.01 0.117
H 0.1657 1.9460 1.3787 0.01 0.00 0.03 0.057
H 0.2453 3.7643 3.0264 0.00 0.00 0.01 0.111
H 0.1324 3.2481 5.4445 0.00 0.00 0.00 0.121
H -0.0451 0.9041 6.2044 0.00 0.00 0.00 0.121
H -0.1081 -0.9298 4.5648 0.01 0.00 0.00 0.117
H -1.0230 -3.6997 2.1896 0.00 -0.01 0.01 0.111
H 0.1468 -5.6077 3.2114 0.00 0.00 0.00 0.120
H 2.4879 -5.3759 3.9585 0.00 0.01 0.00 0.121
H 3.6788 -3.2223 3.6730 0.00 -0.01 0.00 0.125
H 2.5233 -1.3010 2.6699 0.01 0.00 0.01 0.125
Cl 0.9741 -4.0968 -0.9841 0.03 0.03 0.07 0.683
C 2.6165 -3.8389 -0.3538 0.00 -0.08 0.01 -0.424
C 3.0287 -2.3846 -0.2398 -0.19 -0.08 -0.06 -0.587
O 4.0757 -2.0533 0.2230 0.02 0.00 0.01 0.150
O 2.1296 -1.5053 -0.7075 0.30 0.30 -0.16 -0.096
H 3.3182 -4.3471 -1.0113 0.01 0.00 0.00 0.102
H 2.6811 -4.2868 0.6359 0.02 0.01 -0.01 0.078



[2]
14
Properties=species:S:1:pos:R:3:forces:R:3:lowdin_charge:R:1 method="wB97M-V/def2-TZVPD" total_charge=+1 molar_mass_g_mol=129.01 lumo_energy_ev="-4.52 / -4.99" orbital_gap_ev="9.60 / 7.51" total_energy_ev=-29764.901
C 1.1328 0.8730 -1.5343 -1.36 -4.20 -1.86 -0.171
C -1.2263 0.2699 1.2154 3.62 -1.14 1.78 0.076
C 1.2101 0.1902 -0.2246 -0.69 0.49 0.34 -1.178
N -1.3836 -1.0804 0.7197 -3.32 0.89 0.91 0.103
Cl 2.1495 1.0327 0.8816 0.51 0.35 0.92 0.727
Cl 1.3732 -1.5269 -0.0980 0.39 -0.12 -0.48 0.731
H 0.2745 0.5325 -2.2176 1.06 0.31 1.18 0.120
H 1.0827 1.8812 -1.4319 0.07 2.92 0.35 0.038
H 2.0295 0.5273 -2.0428 0.33 0.46 -0.45 0.093
H -0.4419 0.5327 1.9764 -1.01 -1.07 -0.85 0.096
H -1.8672 0.9966 0.9781 -2.65 2.28 -1.23 0.037
H -1.9297 -1.1048 -0.1446 0.72 0.25 -0.50 0.181
H -1.9510 -1.7424 1.2740 0.48 0.29 0.67 0.187
H -0.4527 -1.3814 0.6488 1.84 -1.69 -0.78 -0.040



[3]
25
Properties=species:S:1:pos:R:3:forces:R:3:lowdin_charge:R:1 method="wB97M-V/def2-TZVPD" molar_mass_g_mol=179.17 smiles=N[C@@H]1[C@H](O)[C@@H](O)[C@H](O)[C@@]1(O)CO lumo_energy_ev=0.48 orbital_gap_ev=10.23 total_energy_ev=-18154.499
N 1.0265 -1.6078 -1.3081 1.09 2.77 -4.18 0.067
C 0.4615 -0.3013 -0.8467 -5.41 -1.79 -6.22 -0.224
C 1.3069 0.9022 -0.5455 0.88 -1.75 4.34 -0.178
O 2.4537 0.1390 -0.0009 0.10 1.34 -1.65 -0.054
C 0.5624 1.5228 0.7440 -2.72 -2.13 -6.27 -0.124
O -0.3054 2.4861 0.0603 -1.61 -0.97 2.12 -0.011
C -0.1632 0.2957 1.2704 -3.10 3.88 4.95 -0.329
O 0.6448 -0.4803 2.0710 4.60 -1.50 -2.45 -0.024
C -0.6633 -0.4703 0.1915 5.34 -5.50 0.29 -0.440
O -0.8227 -1.8182 0.8391 2.58 -1.28 -0.06 -0.038
C -1.9944 -0.4219 -0.0896 -5.90 1.31 -0.78 -0.309
O -2.4708 0.6729 -0.7222 -0.94 2.43 -1.62 0.020
H 0.9268 -2.3543 -0.7385 -0.61 -2.44 2.70 0.024
H 0.7662 -1.9723 -2.2924 0.42 1.52 2.29 0.142
H -0.2477 -0.0871 -1.7614 1.39 0.34 1.29 0.190
H 1.5235 1.7579 -1.2068 0.36 -1.03 -0.41 0.157
H 2.4393 -0.4980 -0.7563 1.18 -0.55 0.83 0.074
H 1.2352 2.0795 1.1755 3.46 2.23 3.74 0.105
H 0.1716 2.7726 -0.6911 0.50 0.70 -1.16 0.059
H -1.1715 0.4320 1.8891 2.33 0.86 -0.51 0.220
H 1.3404 -0.8869 1.2725 -1.64 1.90 3.59 0.215
H -0.1039 -1.9212 1.5547 -1.81 0.42 -1.41 0.122
H -2.3475 -0.5270 0.8997 -1.45 0.41 1.35 0.124
H -2.5865 -1.1574 -0.5549 0.70 -2.06 -1.00 0.150
H -1.9819 1.4436 -0.4533 0.27 0.89 0.21 0.063



[4]
90
Properties=species:S:1:pos:R:3:forces:R:3:lowdin_charge:R:1 method="wB97M-V/def2-TZVPD" molar_mass_g_mol=908.23 lumo_energy_ev="-0.01 / -0.78" orbital_gap_ev="7.09 / 6.29" s2=0.763 total_energy_ev=-77281.457 multiplicity=2
Y -0.2400 0.1781 -0.0507 0.22 -0.31 0.23 1.492
C 1.5382 1.5985 5.3505 0.00 0.00 0.00 -0.031
N 1.3094 1.7987 3.9300 -0.04 -0.01 0.00 -0.123
C 1.1383 3.0097 3.3180 -0.02 0.04 -0.02 -0.043
C 0.9407 2.7451 1.9954 -0.01 -0.04 0.02 -0.102
N 0.9892 1.3978 1.7924 0.06 0.01 -0.06 -0.007
C 1.2061 0.8406 2.9694 0.09 0.07 0.05 -0.451
P 1.4537 -0.9318 3.3238 0.01 0.01 -0.08 1.173
C 2.3164 -1.3725 1.7908 -0.05 0.01 0.05 -0.464
N 1.8671 -1.1270 0.5752 0.10 0.01 -0.08 0.019
C 2.8114 -1.5922 -0.2945 -0.06 0.04 0.02 -0.064
C 3.8460 -2.1282 0.4167 0.01 -0.04 -0.01 -0.032
N 3.5261 -1.9879 1.7412 0.01 0.01 -0.03 -0.129
C 4.3411 -2.4185 2.8628 0.01 0.00 -0.01 -0.032
C -0.1797 -1.6169 2.9017 0.00 -0.08 0.09 -0.450
N -0.8119 -1.5106 1.7499 0.03 -0.04 -0.07 0.000
C -1.9508 -2.2507 1.8530 0.02 0.03 0.00 -0.091
C -2.0093 -2.8170 3.0929 -0.03 0.00 0.00 -0.044
N -0.8821 -2.4133 3.7544 -0.04 0.03 -0.03 -0.127
C -0.5258 -2.7822 5.1134 0.00 0.00 0.01 -0.033
H 1.5513 2.5715 5.8337 0.01 0.00 0.00 0.091
H 0.7390 1.0031 5.7885 0.00 0.00 0.00 0.085
H 2.4923 1.1039 5.5230 0.00 -0.01 0.00 0.085
H 1.1670 3.9358 3.8647 0.01 -0.02 0.02 0.122
H 0.7566 3.4336 1.1879 0.00 0.01 0.00 0.116
H 2.6878 -1.5187 -1.3622 0.02 0.00 0.00 0.113
H 4.7628 -2.5928 0.0989 0.00 -0.01 0.02 0.122
H 5.2519 -2.8631 2.4716 0.00 0.00 0.00 0.091
H 4.6071 -1.5722 3.4939 0.00 0.00 0.00 0.086
H 3.8161 -3.1622 3.4600 0.00 0.00 0.00 0.086
H -2.6484 -2.3338 1.0366 0.00 0.00 0.00 0.120
H -2.7400 -3.4601 3.5510 0.01 0.00 0.02 0.121
H -1.3182 -3.4081 5.5144 0.00 0.00 0.01 0.091
H 0.4085 -3.3402 5.1328 0.00 0.00 -0.01 0.085
H -0.4281 -1.8975 5.7400 0.00 0.00 0.00 0.083
O 0.8529 -2.3559 -3.1012 -0.05 -0.01 -0.04 0.075
C 0.3715 -1.4030 -2.5264 -0.03 0.08 -0.01 -0.586
O -0.4739 -1.4473 -1.5248 0.04 0.01 0.06 -0.195
C 0.7118 0.0670 -2.8789 -0.05 -0.01 0.08 -0.506
O 1.7682 0.2492 -3.8451 0.03 -0.06 -0.02 0.016
O 0.9372 0.7425 -1.7254 -0.07 0.12 0.07 -0.230
C -5.4640 0.9757 -8.5697 0.00 0.00 0.00 -0.053
C -4.8908 0.9850 -7.1784 0.00 -0.02 0.01 -0.271
C -4.8842 2.1410 -6.4096 0.00 0.01 0.03 -0.022
C -4.3553 2.1624 -5.1232 -0.05 -0.02 -0.15 -0.301
C -4.3566 3.4692 -4.3774 0.02 -0.01 0.04 -0.074
C -3.8147 0.9877 -4.5827 -0.02 0.05 -0.03 -0.372
Te -3.0109 0.9779 -2.5776 -0.18 -0.05 -0.01 1.597
N -2.1344 1.5664 -0.3820 -0.26 0.27 0.02 -0.167
C -2.5394 1.7121 0.8525 0.31 -0.17 -0.15 -0.607
O -1.8023 1.1735 1.7543 -0.09 0.06 0.00 -0.143
C -3.7522 2.4812 1.2629 -0.05 0.03 -0.02 -0.148
C -4.6244 3.0255 0.3268 0.02 0.03 0.02 -0.039
C -5.7363 3.7413 0.7448 0.01 0.00 -0.02 -0.079
C -5.9760 3.9255 2.0994 0.00 0.00 0.01 -0.093
C -5.1024 3.3899 3.0370 -0.01 0.00 0.01 -0.085
C -3.9953 2.6678 2.6203 0.00 -0.04 -0.04 -0.028
C -1.1917 1.7714 -3.2699 0.20 -0.15 -0.15 -0.385
C -0.3036 0.7429 -3.8865 -0.09 0.11 0.09 -0.168
C 0.9697 1.1747 -4.6117 0.01 0.04 0.00 -0.238
C 1.3411 2.6031 -4.3512 0.02 -0.08 -0.02 -0.004
C 0.5595 3.4126 -3.6433 -0.05 -0.05 0.02 -0.033
C -0.7538 3.0185 -3.0778 0.05 0.10 0.03 -0.307
C -1.4527 4.0913 -2.2978 0.01 0.02 -0.02 -0.084
C -3.8110 -0.1906 -5.3420 -0.01 -0.01 -0.02 -0.302
C -3.2343 -1.5064 -4.8739 -0.02 0.00 0.02 -0.082
C -4.3494 -0.1650 -6.6280 0.00 0.00 0.00 -0.026
H -5.8802 1.9483 -8.8307 0.00 0.00 0.00 0.071
H -6.2572 0.2318 -8.6618 0.00 0.00 0.00 0.079
H -4.6972 0.7283 -9.3060 0.00 0.00 0.00 0.080
H -5.3017 3.0537 -6.8224 0.00 0.00 0.00 0.110
H -4.9318 4.2189 -4.9200 0.01 0.01 0.00 0.075
H -3.3374 3.8411 -4.2578 0.01 0.01 0.01 0.066
H -4.7837 3.3666 -3.3777 0.00 -0.01 -0.01 0.055
H -4.4209 2.8835 -0.7267 -0.02 0.00 -0.01 0.048
H -6.4153 4.1583 0.0119 0.00 0.00 0.00 0.102
H -6.8427 4.4876 2.4237 0.00 0.00 0.01 0.099
H -5.2870 3.5345 4.0941 -0.01 0.00 0.00 0.098
H -3.3019 2.2323 3.3272 -0.01 0.01 0.01 0.107
H -0.8522 -0.0159 -4.4436 -0.01 0.01 -0.01 0.129
H 1.0312 0.9364 -5.6770 0.01 -0.01 0.00 0.148
H 2.2867 2.9490 -4.7539 -0.01 0.05 0.02 0.109
H 0.8730 4.4360 -3.4621 -0.01 0.00 0.00 0.106
H -1.4415 5.0343 -2.8509 -0.03 0.00 0.00 0.083
H -0.9209 4.2639 -1.3572 -0.01 -0.01 0.00 0.081
H -2.4780 3.8283 -2.0489 0.01 0.00 0.01 0.027
H -2.9421 -1.5005 -3.8269 0.01 -0.01 0.00 0.016
H -2.3487 -1.7644 -5.4587 0.01 0.01 0.00 0.088
H -3.9591 -2.3098 -5.0180 0.00 0.01 -0.01 0.081
H -4.3403 -1.0805 -7.2126 0.00 0.00 0.00 0.122



[5]
24
Properties=species:S:1:pos:R:3:forces:R:3:lowdin_charge:R:1 method="wB97M-V/def2-TZVPD" molar_mass_g_mol=163.17 smiles="CCOCCOCNC(=O)O" lumo_energy_ev=0.57 orbital_gap_ev=10.25 total_energy_ev=-16112.195
C -1.1260 0.8719 2.0596 -0.08 0.04 -0.29 -0.061
C -1.9472 1.3908 0.8744 -0.11 -0.05 0.20 -0.261
O -1.7866 0.5799 -0.2802 -0.05 0.10 -0.02 -0.146
C -0.7193 1.0043 -1.1002 0.21 -0.06 -0.02 -0.210
C -0.4342 -0.0490 -2.1658 -0.40 0.26 -0.05 -0.186
O -0.4503 -1.3848 -1.6997 0.42 -0.14 -0.26 -0.108
C 0.4485 -1.7147 -0.6708 -0.16 -0.09 0.15 -0.214
N 1.7330 -1.0237 -0.8089 -0.12 -0.42 0.50 0.084
C 2.3718 -0.6704 0.4011 0.13 0.51 -0.05 -0.579
O 3.0283 0.3274 0.5539 -0.03 -0.53 -0.11 0.113
O 2.1644 -1.5630 1.4008 0.18 0.02 -0.10 0.102
H -1.6550 0.0611 2.5655 0.09 0.07 -0.01 0.076
H -0.1753 0.4727 1.6946 0.01 0.14 0.13 0.054
H -0.9226 1.6788 2.7693 -0.02 -0.17 0.00 0.076
H -1.6906 2.4353 0.6514 0.02 -0.12 -0.05 0.115
H -3.0128 1.3615 1.1225 0.11 0.06 -0.06 0.117
H 0.1801 1.2089 -0.5000 -0.08 -0.09 -0.04 0.117
H -0.9838 1.9370 -1.6234 0.07 -0.03 0.10 0.129
H 0.5107 0.1998 -2.6630 -0.06 -0.02 0.14 0.118
H -1.2220 -0.0095 -2.9248 0.05 -0.12 0.16 0.128
H 0.5698 -2.8017 -0.7148 -0.11 0.12 -0.03 0.136
H 0.0078 -1.4639 0.3004 0.14 0.12 -0.10 0.119
H 2.3775 -1.5610 -1.3793 0.03 0.31 -0.15 0.147
H 2.7336 -1.2878 2.1372 -0.24 0.10 -0.02 0.132



For reference, relative energy (zero: lowest compared OMol25 entry of this formula, charge and spin) by record: 0.0 338.7 528.1 218.8 58.2 kJ/mol.